An isolated molecule of C23H29N5O4S at a distorted geometry, computed with ωB97M-V/def2-TZVPD.

Bonds (Å) are listed after each position.
Element x y z (Å)
1 C -4.88 1.12 -1.03  C18 1.383, H27 1.081, C40 1.390
2 H -2.58 0.14 1.25  C46 1.091
3 N 4.22 3.45 -2.22  N54 1.261, N61 1.328
4 H 3.88 3.54 0.90  C32 1.066
5 H 2.59 1.48 5.17  C47 1.086
6 C 2.67 -0.03 -1.06  H14 1.078, C22 1.391, C45 1.392
7 H -1.54 0.95 -1.59  C36 1.092
8 H -3.72 4.23 0.92  C59 1.080
9 C -3.12 2.51 -0.20  H24 1.081, C40 1.389, C59 1.384
10 C -1.13 -3.04 -0.48  H15 1.090, H29 1.097, C35 1.531, N49 1.441
11 C -1.69 -1.80 1.54  H23 1.090, H31 1.096, C46 1.528, N49 1.442
12 H 1.11 -3.86 -3.41  C52 1.086
13 C 2.29 1.02 1.10  C22 1.406, O51 1.357, C56 1.391
14 H 3.08 0.08 -2.06  C6 1.078
15 H -0.31 -3.64 -0.87  C10 1.090
16 S 0.79 -2.72 1.34  O20 1.428, C25 1.806, O43 1.436, N49 1.651
17 H -0.91 0.02 0.68  C46 1.093
18 C -5.81 1.96 -0.45  C1 1.383, H21 1.080, C57 1.385
19 H -3.32 -1.33 -0.59  C28 1.096
20 O 1.41 -3.89 0.80  S16 1.428
21 H -6.87 1.74 -0.55  C18 1.080
22 C 2.79 1.06 -0.21  C6 1.391, C13 1.406, N42 1.399
23 H -1.27 -1.61 2.53  C11 1.090
24 H -2.06 2.73 -0.11  C9 1.081
25 C 1.57 -1.24 0.66  S16 1.806, C45 1.395, C56 1.378
26 H -1.72 -2.09 -2.32  C35 1.092
27 H -5.20 0.25 -1.58  C1 1.081
28 C -2.35 -0.83 -0.67  H19 1.096, C35 1.530, C36 1.538, C46 1.530
29 H -2.04 -3.65 -0.47  C10 1.097
30 H 2.08 -1.58 -3.35  C41 1.099
31 H -2.66 -2.29 1.66  C11 1.096
32 C 3.90 3.33 -0.14  H4 1.066, N42 1.359, N61 1.305
33 H 2.70 -3.89 -4.19  C52 1.086
34 H 3.56 -2.22 -2.59  C41 1.097
35 C -1.35 -1.79 -1.33  C10 1.531, H26 1.092, C28 1.530, H53 1.090
36 C -2.51 0.45 -1.51  H7 1.092, C28 1.538, C40 1.502, H62 1.093
37 H 2.50 -4.50 -2.54  C52 1.086
38 H -6.13 3.74 0.70  C57 1.080
39 H 0.96 1.69 3.29  C44 1.095
40 C -3.52 1.38 -0.91  C1 1.390, C9 1.389, C36 1.502
41 C 2.48 -2.36 -2.69  H30 1.099, H34 1.097, C52 1.520, O60 1.420
42 N 3.41 2.20 -0.73  C22 1.399, C32 1.359, N54 1.346
43 O 0.80 -2.55 2.77  S16 1.436
44 C 1.97 2.11 3.22  H39 1.095, C47 1.524, H48 1.094, O51 1.421
45 C 2.05 -1.20 -0.65  C6 1.392, C25 1.395, O60 1.343
46 C -1.86 -0.51 0.74  H2 1.091, C11 1.528, H17 1.093, C28 1.530
47 C 2.93 1.39 4.15  H5 1.086, C44 1.524, H50 1.087, H58 1.087
48 H 1.91 3.17 3.49  C44 1.094
49 N -0.80 -2.73 0.89  C10 1.441, C11 1.442, S16 1.651
50 H 3.00 0.33 3.90  C47 1.087
51 O 2.41 2.13 1.87  C13 1.357, C44 1.421
52 C 2.18 -3.74 -3.25  H12 1.086, H33 1.086, H37 1.086, C41 1.520
53 H -0.41 -1.27 -1.47  C35 1.090
54 N 3.65 2.34 -2.04  N3 1.261, N42 1.346
55 H 1.29 -0.30 2.50  C56 1.077
56 C 1.68 -0.17 1.51  C13 1.391, C25 1.378, H55 1.077
57 C -5.40 3.08 0.25  C18 1.385, H38 1.080, C59 1.384
58 H 3.92 1.83 4.07  C47 1.087
59 C -4.05 3.35 0.37  H8 1.080, C9 1.384, C57 1.384
60 O 1.86 -2.29 -1.41  C41 1.420, C45 1.343
61 N 4.41 4.09 -1.07  N3 1.328, C32 1.305
62 H -2.83 0.16 -2.52  C36 1.093

Computed properties:
ΔE to the lowest compared entry with this formula, charge and spin: 2.789 eV
HOMO: -8.7 eV
SMILES: CCOc1cc(S(=O)(=O)N2CCC(Cc3ccccc3)CC2)c(OCC)cc1-n1cnnn1
frontier orbital gap: 8.679 eV
total energy: -50795.76534 eV